Record 1
Density functional theory data (ωB97M-V/def2-TZVPD) for 8 unconnected molecules or ions with the total composition C26H49NO21.

Last column: Löwdin charge in e.
Element x y z (Å)
C  -23.747  14.001  3.985  0.02
C  -23.598  12.484  3.644  -0.29
C  -24.172  11.648  4.702  -0.09
O  -25.464  11.287  4.198  0.10
C  -25.629  11.663  2.981  -0.60
O  -26.610  11.430  2.274  0.10
O  -24.515  12.274  2.577  0.04
H  -23.588  14.630  3.103  0.07
H  -23.050  14.268  4.766  0.05
H  -24.745  14.180  4.455  0.11
H  -22.538  12.331  3.318  0.14
H  -24.309  12.143  5.671  0.14
H  -23.568  10.770  4.887  0.12
C  -26.771  8.188  3.293  0.00
O  -25.676  7.355  2.790  0.00
C  -24.798  6.908  3.676  -0.44
O  -24.765  7.478  4.973  -0.08
O  -24.099  5.860  3.353  0.04
C  -23.280  5.338  4.366  -0.01
H  -26.493  8.975  4.081  0.11
H  -27.482  7.560  3.759  0.08
H  -27.249  8.739  2.487  0.09
H  -22.542  6.144  4.467  0.11
H  -22.846  4.547  3.975  0.05
H  -23.737  5.136  5.281  0.09
C  -23.510  11.951  10.771  -0.03
O  -24.622  11.201  10.246  0.01
C  -24.471  10.561  9.110  -0.49
O  -23.394  10.946  8.247  -0.10
O  -25.388  9.742  8.848  0.06
C  -25.208  8.988  7.627  -0.01
H  -23.860  12.283  11.800  0.12
H  -23.302  12.841  10.175  0.07
H  -22.591  11.431  10.654  0.08
H  -24.809  9.463  6.791  0.04
H  -26.277  8.790  7.415  0.11
H  -24.666  8.024  7.831  0.12
C  -22.054  11.693  -0.059  -0.03
O  -21.087  10.806  0.489  -0.03
C  -19.802  11.063  0.063  -0.40
O  -19.631  12.020  -1.007  -0.10
O  -18.828  10.386  0.538  0.05
C  -17.501  10.635  0.046  -0.01
H  -22.066  11.542  -1.087  0.08
H  -21.766  12.763  0.063  0.09
H  -22.991  11.568  0.471  0.08
H  -17.039  9.750  -0.126  0.05
H  -16.867  11.218  0.751  0.11
H  -17.389  11.156  -0.926  0.11
C  -25.315  9.104  0.105  -0.05
O  -24.588  9.647  1.165  -0.04
C  -23.396  9.093  1.609  -0.34
O  -22.840  7.960  0.952  -0.06
O  -22.737  9.747  2.554  -0.02
C  -21.561  9.277  3.056  -0.07
H  -24.589  8.624  -0.544  0.10
H  -25.899  9.774  -0.494  0.10
H  -26.017  8.361  0.410  0.08
H  -21.163  8.297  2.806  0.10
H  -21.556  9.401  4.165  0.10
H  -20.848  10.095  2.717  0.10
C  -24.687  14.386  0.243  -0.01
O  -24.356  15.780  0.111  0.04
C  -23.174  16.204  0.541  -0.36
O  -22.213  15.309  1.138  -0.11
O  -22.920  17.503  0.482  0.02
C  -21.588  17.951  0.646  -0.05
H  -25.040  14.063  1.245  0.10
H  -23.794  13.860  0.263  0.03
H  -25.260  13.928  -0.528  0.10
H  -21.647  18.818  1.338  0.10
H  -21.278  18.436  -0.262  0.09
H  -20.862  17.203  1.123  0.10
C  -22.778  14.629  7.802  -0.04
O  -21.724  14.860  6.853  -0.02
C  -21.719  16.064  6.236  -0.39
O  -22.382  17.129  6.834  -0.05
O  -20.953  16.251  5.124  -0.04
C  -21.059  17.410  4.332  -0.03
H  -23.748  14.530  7.410  0.08
H  -22.900  15.314  8.654  0.10
H  -22.543  13.648  8.233  0.08
H  -22.016  17.895  4.436  0.10
H  -20.914  17.173  3.264  0.07
H  -20.230  18.022  4.655  0.10
C  -19.211  14.288  1.632  -0.09
C  -19.926  13.376  2.573  -0.26
C  -19.413  13.342  4.002  -0.15
C  -20.216  12.498  4.885  -0.21
N  -20.842  11.750  5.528  0.18
H  -19.094  15.318  2.043  0.09
H  -19.925  14.325  0.883  0.02
H  -18.321  13.888  1.112  0.09
H  -19.754  12.385  2.262  0.08
H  -20.941  13.724  2.453  0.09
H  -19.720  14.265  4.606  0.13
H  -18.382  13.205  3.992  0.11

Calculated values
structure (SMILES) = C[C@H]1COC(=O)O1.COC(=O)OC.COC(=O)OC.COC(=O)OC.COC(=O)OC.COC(=O)OC.COC(=O)OC.CCCC#N
E_LUMO = 0.0202 Ha
calculated total energy = -2654.51668 hartree
2S+1 = 1
total charge = 0
strongest force on any atom = 9.94 eV Å⁻¹
energy above the lowest of the compared OMol25 structures with the same formula, charge and spin = 1.960 eV

=====

Record 2
Density functional theory data (ωB97M-V/def2-TZVPD) for 7 unconnected molecules or ions with the total composition C26H50BN3O8.

Last column: Löwdin charge in e.
Element x y z (Å)
C  -1.352  -3.416  3.420  -0.14
C  -1.650  -4.230  1.996  -0.24
C  -0.160  -4.706  1.446  -0.20
C  -0.215  -5.894  0.314  -0.13
C  -0.749  -7.352  0.892  -0.24
C  -0.680  -7.441  2.561  -0.06
N  -0.753  -7.165  3.844  0.12
B  0.253  -8.527  0.336  -0.43
N  -0.102  -9.668  -0.598  0.11
O  1.669  -8.494  0.833  0.01
C  -2.322  -7.504  0.461  -0.25
O  -2.543  -7.849  -0.962  -0.09
C  -3.166  -8.600  1.402  -0.04
N  -3.919  -9.189  2.308  0.09
H  -2.350  -2.967  3.888  0.08
H  -0.778  -4.116  4.196  0.08
H  -0.618  -2.516  3.182  0.07
H  -2.315  -5.167  2.314  0.09
H  -2.261  -3.599  1.221  0.10
H  0.596  -4.972  2.312  0.12
H  0.298  -3.746  0.911  0.11
H  -0.854  -5.565  -0.639  0.14
H  0.881  -6.087  -0.092  0.12
H  0.143  -9.311  -1.570  0.10
H  0.595  -10.444  -0.439  0.09
H  2.237  -7.957  0.202  0.11
H  -2.808  -6.423  0.602  0.16
H  -1.855  -7.421  -1.554  0.11
C  -1.417  -0.234  -0.990  -0.01
C  -1.547  -1.651  -1.481  -0.46
C  -2.145  -1.861  -2.846  -0.02
O  -1.179  -2.602  -0.792  0.03
H  -0.970  -0.235  0.009  0.07
H  -0.769  0.334  -1.663  0.09
H  -2.404  0.231  -0.931  0.08
H  -1.529  -1.366  -3.601  0.05
H  -3.165  -1.469  -2.869  0.09
H  -2.176  -2.933  -3.068  0.09
C  2.535  1.654  1.576  -0.03
C  2.164  0.221  1.303  -0.48
C  3.184  -0.637  0.603  -0.02
O  1.071  -0.231  1.638  0.04
H  1.703  2.153  2.086  0.08
H  3.415  1.694  2.222  0.09
H  2.730  2.174  0.635  0.08
H  4.093  -0.700  1.205  0.09
H  3.408  -0.220  -0.382  0.09
H  2.780  -1.647  0.472  0.08
C  1.177  0.314  -5.403  -0.02
C  0.807  -1.119  -5.676  -0.48
C  1.826  -1.977  -6.376  -0.03
O  -0.287  -1.571  -5.341  0.04
H  0.346  0.813  -4.893  0.09
H  2.057  0.354  -4.757  0.09
H  1.372  0.834  -6.344  0.09
H  2.736  -2.040  -5.773  0.09
H  2.050  -1.560  -7.361  0.09
H  1.422  -2.987  -6.507  0.08
C  4.249  5.316  1.348  -0.03
C  2.900  5.537  0.718  -0.50
C  1.896  6.347  1.493  -0.03
O  2.629  5.073  -0.389  0.04
H  4.870  4.715  0.676  0.08
H  4.743  6.276  1.515  0.09
H  4.134  4.778  2.292  0.08
H  2.285  7.353  1.667  0.08
H  1.676  5.855  2.444  0.09
H  0.968  6.424  0.916  0.08
C  -1.784  4.518  -0.679  -0.03
C  -2.461  3.459  -1.508  -0.50
C  -3.861  3.064  -1.120  -0.03
O  -1.891  2.936  -2.465  0.04
H  -0.779  4.701  -1.074  0.08
H  -2.355  5.449  -0.728  0.09
H  -1.696  4.180  0.356  0.09
H  -4.524  3.930  -1.189  0.09
H  -3.865  2.661  -0.104  0.09
H  -4.222  2.290  -1.806  0.08
C  0.818  10.973  3.368  -0.03
C  0.141  9.914  2.539  -0.49
C  -1.259  9.518  2.927  -0.03
O  0.711  9.391  1.582  0.04
H  1.823  11.156  2.973  0.09
H  0.248  11.904  3.319  0.09
H  0.906  10.634  4.403  0.09
H  -1.921  10.385  2.858  0.09
H  -1.263  9.115  3.943  0.09
H  -1.620  8.745  2.241  0.08

Calculated values
structure (SMILES) = CCCC[C@](C#N)(B(N)O)[C@@H](O)C#N.CC(C)=O.CC(C)=O.CC(C)=O.CC(C)=O.CC(C)=O.CC(C)=O
E_LUMO = 0.0022 Ha
calculated total energy = -1811.50105 hartree
2S+1 = 1
total charge = 0
strongest force on any atom = 12.66 eV Å⁻¹

=====

no.,HOMO (eV),frontier orbital gap (Ha)
1,-9.8,0.3804
2,-9.4,0.3474